DFT (ωB97M-V with the def2-TZVPD basis set) results for a structure of composition C8H22N2O2Rb.

Summary:
Calculated total energy = -601.877347 a.u.
Net charge = +1
ΔE to the lowest compared entry with this formula, charge and spin = 64.7 kJ/mol

```
35
C8H22N2O2Rb, DFT ωB97M-V with the def2-TZVPD basis set
Rb 2.436 -16.368 22.560
C 4.673 -20.297 20.120
C 4.014 -18.937 20.208
C 3.469 -18.455 18.873
O 4.482 -18.558 17.917
C 4.077 -18.107 16.635
N 2.871 -18.904 21.184
H 5.570 -20.237 19.507
H 3.999 -21.045 19.697
H 4.978 -20.617 21.119
H 4.766 -18.224 20.568
H 3.120 -17.417 18.963
H 2.618 -19.099 18.592
H 4.818 -18.455 15.921
H 4.046 -17.014 16.608
H 3.101 -18.522 16.370
H 3.281 -19.094 22.097
H 2.358 -19.756 20.963
C -0.387 -18.749 25.885
C -0.054 -18.218 24.490
C -1.193 -18.434 23.517
O -0.721 -18.153 22.225
C -1.637 -18.530 21.212
N 0.288 -16.770 24.577
H -0.854 -19.739 25.861
H -1.063 -18.077 26.409
H 0.527 -18.903 26.462
H 0.827 -18.675 24.027
H -2.023 -17.761 23.800
H -1.556 -19.464 23.595
H -1.954 -19.576 21.323
H -1.134 -18.435 20.254
H -2.535 -17.906 21.226
H 0.766 -16.598 25.456
H -0.526 -16.164 24.583
```

DFT (ωB97M-V with the def2-TZVPD basis set) results for a cluster of 3 separate species, C8H22N2O7P in total in a non-equilibrium geometry.

Summary:
Calculated total energy = -1295.280240 a.u.
Net charge = +1

```
40
C8H22N2O7P, DFT ωB97M-V with the def2-TZVPD basis set
C 1.876 -3.267 -2.721
C 2.960 -2.782 -1.790
N 4.101 -2.184 -2.509
N 3.722 -1.020 -3.283
P 3.234 0.466 -2.365
O 2.003 0.245 -1.642
H 1.026 -3.552 -2.119
H 2.203 -4.117 -3.302
H 1.504 -2.494 -3.385
H 2.535 -2.141 -1.025
H 3.375 -3.638 -1.278
H 4.814 -1.892 -1.846
H 2.971 -1.260 -3.937
H 4.529 -0.778 -3.869
H 4.376 0.765 -1.608
H 3.144 1.415 -3.395
C -0.694 -0.284 -0.203
O -1.114 -0.218 1.160
C -0.460 -1.041 1.979
O 0.427 -1.797 1.665
O -0.944 -0.859 3.202
C -0.337 -1.654 4.227
H -1.292 0.439 -0.749
H 0.354 -0.025 -0.292
H -0.872 -1.280 -0.609
H 0.725 -1.432 4.307
H -0.485 -2.713 4.029
H -0.835 -1.385 5.153
C -4.957 3.864 -0.393
O -4.814 3.223 0.876
C -3.569 3.204 1.350
O -2.599 3.663 0.802
O -3.582 2.582 2.525
C -2.306 2.496 3.164
H -6.010 3.804 -0.648
H -4.656 4.908 -0.334
H -4.369 3.351 -1.152
H -1.918 3.487 3.387
H -1.606 1.944 2.541
H -2.462 1.954 4.092
```